Model i:
Entry from the OMol25 dataset: the molecule C2H3NS (ωB97M-V with the def2-TZVPD basis set).

The geometry in XYZ format:
```
7
C2H3NS, DFT ωB97M-V with the def2-TZVPD basis set
C 1.35023 0.38584 0.02869
C 0.40369 -0.65677 -0.04087
N 1.05368 1.57508 -0.04530
S 2.89418 -0.27584 0.05796
H -0.46200 -0.67176 -0.59692
H 0.62216 -1.47982 0.52165
H 0.08809 1.65673 -0.11652
```

Summary:
Multiplicity = 1
Highest occupied orbital energy (spin up / spin down) = -9.06 / -9.09 eV
E_LUMO (spin up / spin down) = -2.66 / -2.68 eV

Atom-resolved charges from natural (NBO), all expressed in e:
1 C -0.0599
2 C -0.1018
3 N -0.5945
4 S 0.0408
5 H 0.1937
6 H 0.2007
7 H 0.3210

=====

Model ii:
Entry from the OMol25 dataset: the molecule C2H3NS (ωB97M-V with the def2-TZVPD basis set).

The geometry in XYZ format:
```
7
C2H3NS, DFT ωB97M-V with the def2-TZVPD basis set
S -3.05976 0.02809 -0.07462
C -1.48930 -0.10888 -0.18842
C -0.18528 0.40224 -0.31975
N -0.57046 -1.06071 0.05704
H 0.16937 0.51731 -1.28999
H 0.35846 1.20469 0.56774
H -0.49585 -1.92879 -0.42732
```

Summary:
SMILES string = S=C1CN1
Multiplicity = 1
Highest occupied orbital energy = -8.68 eV
E_LUMO = 0.24 eV

Atom-resolved charges from natural (NBO), all expressed in e:
1 S -0.0040
2 C 0.0107
3 C -0.2520
4 N -0.5887
5 H 0.2071
6 H 0.2208
7 H 0.4062

=====

Model iii:
Entry from the OMol25 dataset: a structure of composition C2H3NS (ωB97M-V with the def2-TZVPD basis set).

The geometry in XYZ format:
```
7
C2H3NS, DFT ωB97M-V with the def2-TZVPD basis set
C -0.28553 0.72658 -0.09592
C 1.85638 1.00963 -0.73975
N -0.68580 -0.61041 -0.31428
S 1.40904 0.01194 0.37906
H -0.33270 0.90770 1.06373
H -0.50720 -1.14572 0.51035
H -1.45420 -0.89972 -0.80318
```

Summary:
Multiplicity = 1
Highest occupied orbital energy = -9.23 eV
E_LUMO = -0.12 eV

Atom-resolved charges from natural (NBO), all expressed in e:
1 C -0.2580
2 C -0.1161
3 N -0.8679
4 S 0.3483
5 H 0.1666
6 H 0.3410
7 H 0.3860

=====

Tell me which of them is the least stable. Sure, it is model iii.